# 1
14
Properties=species:S:1:pos:R:3:forces:R:3 method="wB97M-V/def2-TZVPD" total_charge=-1 gap_ha="0.302 / 0.223" s_squared=0.786 e_above_lowest_kj_mol=9.2 e_lumo_ev="3.8 / 1.7" molar_mass_da=96.086 spin_multiplicity=2
N -1.2215 -0.6414 -0.9361 0.0 -0.6 0.8
C -2.1979 -0.0976 -0.2128 0.0 0.6 -0.5
N -2.3389 -0.2658 1.0782 -0.6 -0.2 0.1
O 0.4082 1.7320 -0.5559 0.3 0.3 0.3
H -2.8725 0.5823 -0.7635 0.1 -0.3 0.1
H -0.6120 -1.1870 -0.2778 0.1 0.3 -0.4
H 1.3073 1.5164 -0.2070 0.1 0.0 -0.3
H -3.2086 0.2147 1.3536 0.4 -0.1 0.1
H 1.5739 -1.8722 1.2966 0.3 0.3 0.1
H 3.5642 0.3774 -0.5889 -0.3 -0.1 0.0
O 1.3132 -1.3586 0.5322 -0.5 -0.1 -0.6
H 2.0380 -0.5409 0.2512 0.3 -0.3 0.4
H 0.1124 0.8474 -0.7772 -0.1 -0.1 -0.2
O 2.8201 0.4990 0.0083 0.0 0.2 0.2

---

# 2
14
Properties=species:S:1:pos:R:3:forces:R:3 method="wB97M-V/def2-TZVPD" gap_ha=0.388 e_above_lowest_kj_mol=200.9 e_lumo_ev=0.9 molar_mass_da=97.121
H 3.3222 -0.4011 -0.2906 0.0 0.0 -0.2
N 2.5835 -0.5149 -0.9823 -0.3 0.1 0.2
C 1.4529 -0.3601 -0.4247 0.1 0.0 0.3
C 1.2498 -0.0957 1.0248 2.8 0.3 1.7
N 1.2263 0.0617 2.1743 1.2 0.1 -0.6
N 0.2003 -0.4131 -0.9454 0.1 0.0 0.8
C -0.8217 -0.3367 0.1185 -0.6 0.0 0.9
C -1.7343 0.8542 -0.0401 -0.3 0.1 0.0
H 0.0444 -0.7799 -1.8862 0.0 0.2 0.7
H -1.3250 -1.2982 0.2072 -0.4 0.0 -0.2
H -0.3074 -0.1990 1.2156 -2.3 -0.6 -3.5
H -2.3819 0.7940 -0.9178 0.0 0.0 0.0
H -1.1467 1.7791 -0.1048 -0.1 -0.2 0.0
H -2.3623 0.9097 0.8515 -0.1 0.1 -0.1

---

# 3
61
Properties=species:S:1:pos:R:3:forces:R:3 method="wB97M-V/def2-TZVPD" gap_ha=0.319 e_above_lowest_kj_mol=0.0 e_lumo_ev=-0.2 molar_mass_da=870.431
Au 0.0548 0.1823 -0.1221 0.2 0.0 -0.1
F -5.0706 4.2977 2.6627 0.0 0.0 0.0
C -4.1120 3.8442 1.8682 -0.1 0.1 0.0
C -4.1921 4.0398 0.5078 -0.2 0.1 0.0
F -5.2253 4.6969 -0.0097 0.0 0.0 0.0
C -3.1875 3.5656 -0.3119 0.1 0.0 -0.2
F -3.3097 3.8573 -1.6125 0.0 0.0 0.0
C -2.0984 2.8551 0.1759 0.0 -0.2 0.1
P -0.8564 2.0606 -0.9262 -0.1 0.3 -0.1
C 0.3319 3.4062 -1.2145 0.0 -0.1 0.0
C 1.6255 3.2896 -0.7150 0.0 0.0 0.0
C 2.5444 4.3134 -0.9128 0.0 0.0 0.0
C 2.1723 5.4512 -1.6117 0.0 0.0 0.0
C 0.8807 5.5716 -2.1143 0.0 0.0 0.0
C -0.0386 4.5543 -1.9179 0.0 0.0 0.0
C -1.6585 1.7694 -2.5319 0.1 -0.1 0.0
C -0.8836 1.9066 -3.6814 0.0 0.1 0.0
C -1.4081 1.5722 -4.9219 0.0 0.0 0.0
C -2.7041 1.0881 -5.0203 0.0 0.0 0.0
C -3.4695 0.9224 -3.8728 0.0 0.0 0.0
C -2.9473 1.2518 -2.6323 -0.1 0.0 0.1
C -2.0049 2.7346 1.5717 0.1 0.0 -0.1
Br -0.4794 2.0597 2.4431 0.0 0.0 0.1
C -3.0050 3.2097 2.3969 0.1 0.0 0.1
F -2.9234 3.0928 3.7189 0.0 0.0 0.0
H 1.9129 2.3956 -0.1736 0.0 0.0 0.0
H 3.5501 4.2169 -0.5230 0.0 0.0 0.0
H 2.8889 6.2477 -1.7686 0.0 0.0 0.0
H 0.5920 6.4601 -2.6626 0.0 0.0 0.0
H -1.0418 4.6466 -2.3180 0.0 0.0 0.0
H 0.1312 2.2799 -3.6123 0.0 0.0 0.0
H -0.8035 1.6908 -5.8123 0.0 0.0 0.0
H -3.1171 0.8352 -5.9888 0.0 0.0 0.0
H -4.4771 0.5312 -3.9438 0.0 0.0 0.0
H -3.5362 1.0966 -1.7364 0.0 0.0 0.0
O 4.7455 -3.3347 2.2011 0.0 0.0 0.0
S 3.9974 -3.4887 0.9883 0.1 0.0 -0.1
O 4.0765 -4.7374 0.2852 0.0 0.0 0.0
N 2.4379 -3.0659 1.2166 -0.1 0.1 -0.1
C 2.1053 -2.0317 0.4987 0.0 0.0 0.2
O 0.9092 -1.5727 0.5105 0.0 0.0 0.0
C 3.2184 -1.4444 -0.3329 0.0 0.0 0.0
C 3.2166 -0.3694 -1.2058 0.0 0.0 0.0
C 4.3982 -0.0424 -1.8640 0.0 0.0 0.0
C 5.5587 -0.7809 -1.6546 0.0 0.0 0.0
C 5.5598 -1.8642 -0.7838 0.1 -0.1 0.1
C 4.3800 -2.1684 -0.1400 -0.1 0.0 0.0
H 2.3155 0.2071 -1.3783 0.0 0.0 0.0
H 4.4123 0.7959 -2.5492 0.0 0.0 0.0
H 6.4671 -0.5122 -2.1786 0.0 0.0 0.0
H 6.4553 -2.4491 -0.6132 0.0 0.0 0.0
C -4.4609 -2.4602 0.0259 0.0 0.0 0.0
S -3.0376 -1.7379 -0.8032 0.0 0.1 0.1
C -1.8425 -2.9570 -0.2616 0.0 0.0 0.0
O -2.7249 -0.4645 -0.0650 -0.1 -0.2 0.0
H -4.1727 -2.8328 1.0084 0.0 0.1 0.0
H -4.8474 -3.2656 -0.6013 0.0 0.0 0.1
H -5.2058 -1.6719 0.1215 0.0 0.0 0.0
H -2.2070 -3.9486 -0.5378 0.0 0.1 0.0
H -1.7211 -2.8605 0.8183 0.0 0.0 0.0
H -0.8899 -2.7553 -0.7494 -0.1 0.0 0.0

---

# 4
13
Properties=species:S:1:pos:R:3:forces:R:3 method="wB97M-V/def2-TZVPD" gap_ha=0.383 e_above_lowest_kj_mol=118.6 e_lumo_ev=1.0 smiles="[H]/N=C/N.CO" molar_mass_da=76.099
H -0.5910 -1.3886 2.1612 -0.2 -0.2 -0.1
N -0.6259 -1.0704 1.2015 0.6 0.1 -0.2
C -1.5214 -0.1819 1.0467 -0.7 0.7 0.4
N -1.6913 0.5561 -0.0771 0.4 -0.2 -0.1
H -2.2395 0.1092 1.8245 0.1 -0.3 0.0
H -2.4145 1.2455 -0.1287 0.0 0.0 0.1
H -0.9173 0.5994 -0.7287 -0.2 -0.2 -0.2
C 1.9360 0.2403 -0.9547 -0.1 0.3 -0.1
O 0.7737 -0.5139 -1.2853 0.2 0.1 0.7
H 1.8019 1.2949 -1.2225 0.0 -0.1 -0.1
H 2.1743 0.2245 0.1076 -0.2 -0.2 0.2
H 2.8007 -0.1416 -1.4859 0.2 -0.1 -0.2
H 0.5145 -0.9735 -0.4587 -0.2 0.0 -0.3